[1]
Here is a molecular structure, C9H22AlClI2N2P2 in a non-equilibrium geometry from OMol25. Energies are from wB97M-V/def2-TZVPD.

Structure (XYZ):
```
39
Properties=species:S:1:pos:R:3:nbo_charge:R:1
I -1.59 -0.73 -3.83 0.180
I -2.10 -0.33 1.13 0.311
Al 0.04 -0.01 -0.23 1.094
P 0.42 -2.40 0.12 0.914
C -0.41 -3.38 -1.16 -0.955
C 2.17 -2.88 0.07 -0.941
H 2.25 -3.93 0.39 0.269
H 0.35 -4.12 1.82 0.275
H 2.73 -2.22 0.75 0.275
H 0.16 -2.47 2.52 0.274
H -0.35 -2.84 -2.12 0.228
H 2.55 -2.75 -0.95 0.257
C -0.13 -3.14 1.70 -0.943
H 0.08 -4.36 -1.23 0.273
H -1.22 -3.24 1.71 0.248
H -1.47 -3.49 -0.89 0.262
P -0.62 2.36 -0.30 0.932
C -1.71 2.66 -1.72 -0.957
C -1.50 3.06 1.14 -0.946
H 1.55 3.23 0.25 0.276
H 0.41 4.53 -0.29 0.271
H 1.19 3.43 -1.49 0.258
C 0.78 3.51 -0.48 -0.941
H -1.00 2.74 2.05 0.274
H -1.47 4.16 1.07 0.274
H -1.77 3.74 -1.90 0.274
H -2.70 2.24 -1.49 0.260
H -2.54 2.71 1.15 0.251
H -1.32 2.12 -2.59 0.234
Cl 1.33 0.42 1.53 -0.577
N 1.42 0.17 -2.82 -0.353
C 2.59 0.40 -3.43 0.036
C 3.52 0.65 -2.43 -0.304
C 2.84 0.55 -1.22 0.031
N 1.53 0.25 -1.48 -0.529
H 0.52 -0.08 -3.28 0.403
H 2.70 0.37 -4.51 0.263
H 4.56 0.88 -2.57 0.275
H 3.23 0.67 -0.23 0.271
```

Results
HOMO-LUMO gap (alpha / beta) (eV): 6.02 / 5.26
M (g/mol): 536.48
F_max (Eh/bohr): 0.05262
HOMO level (alpha / beta) (eV): -16.097 / -15.860
LUMO (alpha / beta) (eV): -10.076 / -10.598
Total charge: +2
Energy relative to the best compared isomer or geometry (same formula, charge and spin) (eV): 1.8067

[2]
Here is 8 unconnected molecules or ions with the total composition C12H40O8 in a non-equilibrium geometry from OMol25. Energies are from wB97M-V/def2-TZVPD.

Structure (XYZ):
```
60
Properties=species:S:1:pos:R:3:nbo_charge:R:1
O 1.24 7.82 -15.37 -0.975
H 1.99 8.21 -15.82 0.464
H 0.58 8.52 -15.36 0.493
O -0.63 9.65 -15.88 -0.995
H -1.12 10.48 -15.85 0.494
H -0.80 9.31 -16.75 0.493
O -1.22 8.85 -18.40 -0.957
H -1.30 7.90 -18.32 0.493
H -2.05 9.13 -18.79 0.490
O -1.52 12.24 -18.80 -0.943
H -0.95 11.50 -18.58 0.478
H -2.25 11.84 -19.27 0.467
C 0.10 9.36 -11.94 -0.639
C 0.86 8.16 -11.36 0.096
C 2.35 7.93 -11.72 -0.631
O 0.77 8.45 -10.01 -0.729
H 0.60 10.32 -11.88 0.198
H -0.84 9.54 -11.42 0.215
H -0.13 9.23 -13.00 0.215
H 0.42 7.16 -11.47 0.182
H 2.98 8.56 -11.10 0.198
H 2.54 8.11 -12.78 0.226
H 2.63 6.89 -11.55 0.210
H 1.14 9.32 -9.80 0.458
C 2.58 13.54 -17.50 -0.643
C 2.48 11.99 -17.42 0.107
C 3.63 11.09 -17.92 -0.615
O 2.31 11.56 -16.05 -0.738
H 3.43 13.99 -16.99 0.209
H 1.74 14.03 -17.00 0.211
H 2.72 13.94 -18.50 0.211
H 1.62 11.68 -18.01 0.147
H 3.26 10.07 -17.91 0.214
H 4.50 11.12 -17.26 0.213
H 3.93 11.44 -18.91 0.203
H 1.40 11.79 -15.82 0.481
C -1.85 13.99 -13.86 -0.649
C -0.54 13.54 -14.52 0.106
C 0.59 12.82 -13.67 -0.645
O -0.80 12.65 -15.61 -0.759
H -1.80 14.80 -13.13 0.221
H -2.36 13.17 -13.35 0.210
H -2.64 14.26 -14.56 0.210
H -0.15 14.45 -14.97 0.154
H 1.59 13.07 -14.02 0.232
H 0.48 11.74 -13.66 0.229
H 0.46 13.21 -12.66 0.212
H -1.45 13.08 -16.17 0.482
C -4.45 6.35 -16.84 -0.633
C -4.86 7.75 -17.34 0.100
C -4.37 8.87 -16.46 -0.639
O -4.30 7.84 -18.63 -0.754
H -4.82 5.50 -17.41 0.206
H -4.66 6.26 -15.77 0.214
H -3.38 6.22 -17.01 0.207
H -5.94 7.76 -17.44 0.159
H -4.78 8.83 -15.45 0.226
H -4.61 9.79 -16.99 0.214
H -3.29 8.93 -16.35 0.223
H -4.64 7.15 -19.21 0.476
```

Results
HOMO-LUMO gap (eV): 9.63
M (g/mol): 312.44
F_max (Eh/bohr): 0.06018
HOMO level (eV): -9.474
LUMO (eV): 0.157
Structure (SMILES): CC(C)O.CC(C)O.CC(C)O.CC(C)O.O.O.O.O
Energy relative to the best compared isomer or geometry (same formula, charge and spin) (eV): 1.3504

[3]
Here is a molecular structure, C20H30GeN3O11PSeV in a non-equilibrium geometry from OMol25. Energies are from wB97M-V/def2-TZVPD.

Structure (XYZ):
```
68
Properties=species:S:1:pos:R:3:mulliken_spin:R:1
V -0.47 -0.23 0.59 2.549
O 1.01 3.13 1.23 0.000
C 0.01 3.20 2.23 0.001
C 0.33 2.35 3.45 0.004
N 0.38 0.91 3.20 0.027
C 1.72 0.33 3.18 0.009
C 2.29 0.03 1.79 0.005
O 3.47 -0.35 1.72 0.002
O 1.53 0.18 0.78 -0.006
C -0.55 0.16 4.03 0.010
C -0.81 -1.19 3.42 0.025
O -1.06 -2.19 4.22 0.006
O -0.77 -1.36 2.21 0.015
H 1.84 3.45 1.60 0.000
H -0.92 2.85 1.77 -0.008
H -0.15 4.23 2.56 0.000
H -0.42 2.56 4.22 0.000
H 1.29 2.68 3.86 0.001
H 1.75 -0.63 3.69 -0.001
H 2.45 0.98 3.69 0.000
H -1.52 0.67 4.01 -0.003
H -0.24 0.04 5.07 -0.002
N -0.51 -4.51 2.56 0.001
C -0.16 -4.47 1.13 0.003
P 0.96 -3.05 0.88 0.009
O 1.54 -2.69 2.20 0.002
O 0.28 -2.05 -0.07 0.034
C 2.46 -3.43 -0.13 0.001
N 3.06 -2.07 -0.31 0.012
H 0.35 -4.43 3.10 0.000
H -0.94 -5.40 2.78 0.000
H -1.06 -3.01 3.65 0.000
H -1.05 -4.30 0.53 -0.001
H 0.32 -5.39 0.78 0.000
H 2.25 -3.86 -1.11 -0.001
H 3.16 -4.05 0.43 0.000
H 3.88 -2.08 -0.91 0.001
H 3.31 -1.55 0.61 -0.001
H 2.35 -1.45 -0.72 -0.004
Ge 0.00 0.70 -1.86 0.218
C -1.32 -0.32 -2.83 -0.038
C -1.08 -1.67 -3.09 0.036
C -2.00 -2.42 -3.81 -0.005
C -3.17 -1.83 -4.26 0.013
C -3.42 -0.49 -4.01 -0.005
C -2.50 0.26 -3.30 0.009
C 0.30 2.49 -2.52 -0.009
C -0.56 3.56 -2.30 0.002
C -0.31 4.79 -2.89 -0.001
C 0.80 4.97 -3.69 0.002
C 1.67 3.91 -3.92 0.002
C 1.42 2.68 -3.33 -0.003
H 1.36 -0.03 -1.97 0.055
H -0.19 -2.15 -2.71 0.000
H -1.81 -3.47 -4.00 -0.001
H -3.89 -2.42 -4.82 0.001
H -4.33 -0.03 -4.36 0.000
H -2.71 1.31 -3.09 0.000
H -1.43 3.43 -1.67 0.000
H -0.99 5.61 -2.71 0.000
H 1.00 5.93 -4.14 0.000
H 2.55 4.04 -4.54 0.000
H 2.11 1.86 -3.50 -0.006
O -2.77 1.54 1.84 0.020
Se -2.74 1.07 0.30 0.001
O -2.51 -0.56 0.19 -0.011
O -1.07 1.47 -0.20 0.017
O -3.76 1.75 -0.72 0.013
```

Results
Spin multiplicity: 4
HOMO-LUMO gap (alpha / beta) (eV): 7.48 / 8.53
M (g/mol): 721.96
F_max (Eh/bohr): 0.03092
HOMO level (alpha / beta) (eV): -7.458 / -9.031
LUMO (alpha / beta) (eV): 0.025 / -0.498
Energy relative to the best compared isomer or geometry (same formula, charge and spin) (eV): 2.7332

[4]
Here is a molecular structure, C10H5F5IrN2O2S from OMol25. Energies are from wB97M-V/def2-TZVPD.

Structure (XYZ):
```
26
Properties=species:S:1:pos:R:3:nbo_charge:R:1
Ir 0.28 -0.23 1.10 0.841
F -1.06 -2.44 -5.20 -0.252
C -0.93 -1.68 -4.13 0.333
C 0.32 -1.56 -3.53 0.266
F 1.36 -2.20 -4.04 -0.263
C 0.46 -0.77 -2.41 0.381
F 1.66 -0.68 -1.85 -0.284
C -0.63 -0.10 -1.86 -0.395
S -0.48 0.97 -0.49 0.317
C -1.87 -0.24 -2.48 0.362
F -2.93 0.38 -1.98 -0.275
C -2.03 -1.02 -3.61 0.306
F -3.21 -1.16 -4.18 -0.268
O -0.49 -2.05 0.31 -0.608
C -0.82 -2.37 1.47 0.649
O -0.54 -1.51 2.39 -0.612
H -1.31 -3.31 1.73 0.183
N 1.97 2.00 2.17 -0.308
C 2.11 2.86 3.19 0.027
C 1.08 2.62 4.08 -0.312
C 0.34 1.59 3.52 0.024
N 0.89 1.21 2.36 -0.323
H 2.54 1.89 1.35 0.440
H 2.93 3.56 3.21 0.254
H 0.90 3.13 5.00 0.266
H -0.54 1.09 3.88 0.250
```

Results
HOMO-LUMO gap (alpha / beta) (eV): 6.87 / 6.86
M (g/mol): 504.44
F_max (Eh/bohr): 0.01028
HOMO level (alpha / beta) (eV): -12.811 / -12.810
LUMO (alpha / beta) (eV): -5.945 / -5.948
Total charge: +1
Energy relative to the best compared isomer or geometry (same formula, charge and spin) (eV): 0.0000

> Number 1 is which compound?

C9H22AlClI2N2P2

Please write out number 4 again, unchanged.
Here is a molecular structure, C10H5F5IrN2O2S from OMol25. Energies are from wB97M-V/def2-TZVPD.

Structure (XYZ):
```
26
Properties=species:S:1:pos:R:3:nbo_charge:R:1
Ir 0.28 -0.23 1.10 0.841
F -1.06 -2.44 -5.20 -0.252
C -0.93 -1.68 -4.13 0.333
C 0.32 -1.56 -3.53 0.266
F 1.36 -2.20 -4.04 -0.263
C 0.46 -0.77 -2.41 0.381
F 1.66 -0.68 -1.85 -0.284
C -0.63 -0.10 -1.86 -0.395
S -0.48 0.97 -0.49 0.317
C -1.87 -0.24 -2.48 0.362
F -2.93 0.38 -1.98 -0.275
C -2.03 -1.02 -3.61 0.306
F -3.21 -1.16 -4.18 -0.268
O -0.49 -2.05 0.31 -0.608
C -0.82 -2.37 1.47 0.649
O -0.54 -1.51 2.39 -0.612
H -1.31 -3.31 1.73 0.183
N 1.97 2.00 2.17 -0.308
C 2.11 2.86 3.19 0.027
C 1.08 2.62 4.08 -0.312
C 0.34 1.59 3.52 0.024
N 0.89 1.21 2.36 -0.323
H 2.54 1.89 1.35 0.440
H 2.93 3.56 3.21 0.254
H 0.90 3.13 5.00 0.266
H -0.54 1.09 3.88 0.250
```

Results
HOMO-LUMO gap (alpha / beta) (eV): 6.87 / 6.86
M (g/mol): 504.44
F_max (Eh/bohr): 0.01028
HOMO level (alpha / beta) (eV): -12.811 / -12.810
LUMO (alpha / beta) (eV): -5.945 / -5.948
Total charge: +1
Energy relative to the best compared isomer or geometry (same formula, charge and spin) (eV): 0.0000